(1)
Density functional theory data (ωB97M-V/def2-TZVPD) for a 2-piece molecular cluster, C5H11O2 overall.

XYZ file:
```
18
Properties=species:S:1:pos:R:3:forces:R:3
C -0.59411 -1.64307 0.27416 0.072 0.635 0.443
O 0.20613 -2.73259 0.12827 0.108 -0.075 -0.183
C 0.11154 -0.30849 0.51212 0.998 -0.465 0.483
C -0.75280 0.94570 0.47870 -0.535 -0.039 -0.144
C -0.63712 1.66685 -0.84636 -0.237 -0.457 0.292
C -0.94072 2.92960 -1.09066 0.085 -0.222 -0.222
H -1.20497 -1.60550 -0.63008 -0.408 -0.106 -0.334
H -1.27653 -1.84162 1.11100 -0.383 -0.094 -0.094
H 0.94282 -0.21339 -0.18237 -0.002 0.051 -0.345
H 0.63968 -0.43555 1.46392 -0.243 0.247 0.095
H -1.79835 0.67382 0.66098 -0.078 -0.040 -0.004
H -0.49340 1.62305 1.29139 0.102 0.005 -0.029
H -0.29846 1.03124 -1.65801 0.417 0.184 -0.095
H -1.48062 3.54072 -0.38278 0.332 0.260 0.212
H -0.65049 3.34592 -2.04404 -0.417 0.171 -0.134
H 3.26950 -2.80927 0.61931 0.099 0.158 -0.033
H 2.01994 -2.19626 0.01841 0.496 0.101 0.196
O 2.93796 -1.97115 0.27601 -0.406 -0.315 -0.105
```
Positions in Å, forces in eV/Å.

As for the largest force on an atom: 1.202 eV/A. The value obtained for the energy is -9455.3048 eV. As for the expectation value of S²: 0.75. The calculation puts the energy above the lowest of the compared OMol25 structures with the same formula, charge and spin at 26.4 kcal per mole. The value obtained for the lowest unoccupied orbital energy (alpha / beta) is 0.95 / -1.99 eV. As for the spin multiplicity: 2. Its charge is 0. As for the HOMO energy (alpha / beta): -9.8 / -9.8 eV.


(2)
Density functional theory data (ωB97M-V/def2-TZVPD) for one molecule with the formula C7H8N2O2.

XYZ file:
```
19
Properties=species:S:1:pos:R:3:forces:R:3
C -1.62185 0.81613 -0.28847 0.073 0.890 -0.062
C -0.13451 0.53736 -0.19675 -1.049 -3.997 -1.172
C 0.79446 1.46610 0.11164 2.025 1.024 2.367
C 2.16493 1.20591 0.49447 -1.600 -0.722 -1.740
C 2.58050 -0.07536 0.11142 2.969 1.426 1.505
C 1.73977 -1.06134 -0.40138 0.223 -0.938 2.187
C 0.34695 -0.83736 -0.39876 2.631 1.492 -1.254
H -1.58976 -1.75767 0.59042 0.466 -1.219 0.692
H -3.41004 -0.20876 0.42909 -0.430 0.878 -0.337
H -3.14000 1.79743 -0.40872 2.765 1.381 -2.086
H 0.41164 2.42246 0.35026 -0.387 1.057 -0.041
H 2.82174 1.95928 0.99979 -0.810 -0.834 -0.821
H 3.71102 -0.26305 0.35468 -2.284 -0.226 -0.698
H 2.21362 -2.09551 -0.24662 -1.203 1.281 -1.127
H -0.02091 -2.54872 -1.34664 0.537 0.423 0.293
N -2.43213 -0.27391 0.23423 0.954 1.292 -0.014
N -2.06345 1.94564 -0.84714 -3.026 -4.072 3.729
O -1.94778 -1.16581 1.26149 0.102 1.159 -1.533
O -0.42419 -1.86281 -0.80300 -1.955 -0.295 0.110
```
Positions in Å, forces in eV/Å.

As for the largest force on an atom: 6.297 eV/A. The value obtained for the energy is -14459.9825 eV. The calculation puts the energy above the lowest of the compared OMol25 structures with the same formula, charge and spin at 103.2 kcal per mole. The value obtained for the lowest unoccupied orbital energy is 0.46 eV. Its charge is 0. As for the HOMO energy: -8.8 eV.


(3)
Density functional theory data (ωB97M-V/def2-TZVPD) for C9H17ClINO2PRh as an isolated structure.

XYZ file:
```
33
Properties=species:S:1:pos:R:3:forces:R:3
C -3.67578 2.74257 -4.98088 0.003 -0.107 0.017
C -3.50312 1.58318 -4.03174 -3.790 -2.335 -2.075
H -4.50805 2.53519 -5.66622 0.179 -0.124 0.279
H -2.76207 2.89034 -5.56996 -0.050 -0.046 0.216
H -3.90012 3.65801 -4.41954 0.128 -0.154 0.037
O -4.13422 0.55952 -3.96771 2.788 3.049 0.623
I -1.85838 1.94243 -2.62429 0.540 0.047 0.909
Rh 0.08803 -0.11134 0.65279 -1.033 4.496 -0.626
P 1.40224 -0.94637 -0.88505 4.002 -2.329 -1.611
C 1.74011 -2.74642 -0.85585 -0.246 0.183 -0.184
C 0.83077 -0.57976 -2.56423 -0.402 0.402 0.068
H 2.96501 0.85153 -0.62800 0.235 -0.242 0.012
H 3.74785 -0.57573 -1.40959 -0.007 0.043 0.089
H 3.42830 -0.57614 0.34911 -0.051 0.085 -0.187
C 3.06121 -0.23921 -0.62742 -0.146 0.222 -0.329
H 0.64421 0.49995 -2.64179 0.314 -0.348 -0.093
H 1.57651 -0.89695 -3.30289 -0.106 0.039 0.186
H 2.49380 -2.99893 -1.61401 -0.204 0.055 0.168
H 0.81843 -3.30762 -1.06035 0.280 0.023 0.091
H -0.11256 -1.11159 -2.73835 0.185 -0.007 -0.060
H 2.12988 -3.01821 0.13526 -0.143 0.044 -0.277
C -0.52011 -1.79667 1.02384 -4.594 -6.835 1.474
O -0.93893 -2.85794 1.27381 2.214 3.365 -0.758
Cl 0.76141 2.11722 0.21748 -0.522 0.284 -0.749
C -0.43556 -0.18293 5.90944 -0.277 -0.229 -0.204
C 0.53756 0.63142 5.02380 -0.159 0.295 0.894
C 0.13454 0.69495 3.63751 -0.138 -0.789 -1.250
N -0.14045 0.57921 2.51754 0.697 0.491 3.746
H -1.47006 0.16802 5.79626 0.331 -0.054 0.063
H -0.15187 -0.08704 6.96376 0.020 0.031 -0.348
H -0.39991 -1.24630 5.63533 -0.032 0.315 0.111
H 0.61648 1.65888 5.40033 0.143 -0.156 -0.092
H 1.53485 0.16675 5.05162 -0.161 0.288 -0.139
```
Positions in Å, forces in eV/Å.

As for the largest force on an atom: 8.366 eV/A. The value obtained for the energy is -48093.3414 eV. As for the expectation value of S²: 6.02. The calculation puts the energy above the lowest of the compared OMol25 structures with the same formula, charge and spin at 0.7 kcal per mole. The value obtained for the lowest unoccupied orbital energy (alpha / beta) is -7.13 / -11.72 eV. As for the spin multiplicity: 5. Its charge is +2. As for the HOMO energy (alpha / beta): -12.7 / -16.1 eV.


(4)
Density functional theory data (ωB97M-V/def2-TZVPD) for a 2-piece molecular cluster, C6H12N overall.

XYZ file:
```
19
Properties=species:S:1:pos:R:3:forces:R:3
C 1.49012 0.09365 0.50671 0.457 0.451 0.047
C 2.10650 0.56816 1.55625 0.629 -3.237 0.352
C 0.91840 -0.87297 -0.34599 -0.990 0.443 0.985
C -2.61316 0.39347 0.91150 -0.881 1.128 -0.596
C 0.30675 -2.20836 -0.33964 1.099 0.314 -3.148
C 0.61501 1.27111 -1.80485 -1.802 2.125 -1.874
N 0.80229 0.36036 -0.72459 0.822 -1.458 -0.795
H 2.14383 1.56670 1.81988 0.406 1.806 0.292
H 2.61890 -0.24032 2.16316 -0.893 1.348 -0.375
H -3.04786 1.18478 1.45671 -0.442 0.848 0.829
H -2.31389 0.79757 -0.00682 0.727 0.641 -1.461
H -3.34986 -0.30227 0.69516 -1.407 -1.529 -0.204
H 0.98558 -2.88038 0.19191 -0.235 -0.278 -0.570
H -0.05375 -2.44403 -1.41268 0.745 -0.279 1.917
H -0.53861 -2.04745 0.26888 -1.342 0.128 0.909
H 1.31742 1.28722 -2.67663 -0.209 -1.454 0.778
H -0.47905 1.23524 -2.26214 2.291 0.180 1.297
H 0.92193 2.25485 -1.42069 -1.034 -0.076 0.199
H -1.83055 -0.01732 1.42388 2.061 -1.105 1.418
```
Positions in Å, forces in eV/Å.

As for the largest force on an atom: 3.358 eV/A. The value obtained for the energy is -7895.6034 eV. The calculation puts the energy above the lowest of the compared OMol25 structures with the same formula, charge and spin at 102.8 kcal per mole. The value obtained for the lowest unoccupied orbital energy is -5.18 eV. Its charge is +1. As for the HOMO energy: -14.2 eV.


(5)
Density functional theory data (ωB97M-V/def2-TZVPD) for one molecule with the formula C3H6O2.

XYZ file:
```
11
Properties=species:S:1:pos:R:3:forces:R:3
C -1.39584 1.22476 0.59122 -0.101 0.151 0.080
O -0.93492 0.03883 -0.01942 -0.040 -0.096 0.054
C 1.22246 -1.56083 -0.06717 -0.051 0.098 -0.043
C 1.13759 -0.47149 -0.82005 0.136 -0.166 0.017
O 0.13625 0.45046 -0.86618 0.107 -0.036 -0.057
H -2.29224 0.91960 1.13680 0.104 0.071 -0.069
H -0.65525 1.63477 1.28723 -0.064 -0.063 -0.113
H -1.65354 1.96980 -0.16880 -0.011 -0.066 0.131
H 2.09566 -2.19400 -0.16551 -0.098 0.116 -0.007
H 0.44763 -1.84057 0.63437 0.092 0.039 -0.109
H 1.89220 -0.17133 -1.54248 -0.074 -0.047 0.115
```
Positions in Å, forces in eV/Å.

As for the largest force on an atom: 0.216 eV/A. The value obtained for the energy is -7299.4342 eV. The calculation puts the energy above the lowest of the compared OMol25 structures with the same formula, charge and spin at 97.9 kcal per mole. The value obtained for the lowest unoccupied orbital energy is 1.12 eV. Its charge is 0. As for the HOMO energy: -9.0 eV.


(6)
Density functional theory data (ωB97M-V/def2-TZVPD) for a 5-piece molecular cluster, C36H71ClN2O3S2 overall.

XYZ file:
```
115
Properties=species:S:1:pos:R:3:forces:R:3
C -4.95254 1.01441 8.49071 0.972 -0.771 -1.118
C -4.72407 2.00672 7.16414 -0.585 4.803 2.419
O -4.77802 3.32276 7.38256 0.535 -8.241 -2.326
O -4.47439 1.33311 5.88250 0.582 2.067 3.247
C -3.04345 1.16339 5.59745 1.736 -1.312 -1.266
C -2.76370 1.79232 4.10659 -0.724 0.447 -0.477
C -2.56539 3.43986 4.09872 0.091 -0.601 0.718
C -2.93897 4.10457 2.64448 0.861 -1.848 -0.014
S -2.68491 5.96582 2.54725 1.310 0.442 -0.649
C -0.86838 6.26928 2.20389 1.688 -1.959 0.717
S 0.21971 4.96574 2.51897 -1.955 2.439 -0.810
N -0.24760 7.53961 1.66580 0.337 0.222 -1.336
C 0.65638 7.31367 0.47136 0.907 6.130 0.513
C 1.22789 8.84841 0.14066 -3.922 -3.672 3.845
N 0.57637 9.77870 1.15878 -1.363 -5.096 0.795
C -0.33144 8.98447 2.10998 3.580 -1.003 -5.077
C -2.02391 1.68543 6.76845 1.299 0.745 0.127
C -0.42218 1.40966 6.37180 0.797 -3.974 -5.045
O -0.02034 0.64612 5.35327 -2.525 5.354 7.148
Cl 0.81366 2.24169 7.53529 -1.711 -1.140 -1.615
H -6.07712 0.72344 8.64976 2.199 0.894 -0.351
H -4.44426 1.47349 9.44830 -1.347 -0.609 -2.101
H -4.37566 0.01042 8.25064 -1.256 1.955 0.456
H -2.85833 -0.01158 5.49526 -0.462 2.516 0.280
H -3.72666 1.56751 3.44694 1.922 0.234 1.535
H -1.87042 1.22575 3.60343 -1.615 1.264 1.099
H -1.46592 3.63350 4.45748 -2.096 -0.028 -1.048
H -3.27661 3.89855 4.91153 1.211 -0.834 -1.584
H -2.30617 3.62048 1.75629 -1.303 1.037 2.042
H -4.07766 3.86718 2.44037 2.239 0.976 0.337
H 0.92517 6.32607 -0.10817 -1.038 2.104 1.857
H 2.00198 9.10960 -0.72716 -2.110 -0.305 2.409
H -0.97855 9.36110 3.01276 1.594 -0.889 -2.212
H -2.16148 1.12711 7.81477 0.177 1.309 -2.333
H -2.08345 2.86804 6.91928 -0.003 -2.678 -0.171
C 2.68954 -3.17176 1.29237 0.036 -0.207 0.124
C 1.40695 -2.95676 0.50444 0.058 0.113 -0.167
C 1.21382 -1.50625 0.05504 -0.147 -0.010 -0.027
C 1.08514 -0.48288 1.18954 0.111 -0.078 0.064
C -0.05247 -0.74686 2.17935 0.089 0.259 -0.011
C -1.42865 -0.70112 1.53361 -0.113 -0.135 0.081
H 2.69748 -2.59260 2.21990 0.040 -0.036 -0.080
H 2.79292 -4.22852 1.56080 0.075 0.145 0.000
H 3.56363 -2.88699 0.69783 -0.054 0.011 0.084
H 0.55068 -3.29311 1.09651 -0.031 0.041 -0.024
H 1.43336 -3.59564 -0.38581 -0.059 0.041 0.040
H 0.32692 -1.45241 -0.58787 0.053 0.033 0.020
H 2.06102 -1.21508 -0.57880 -0.045 -0.072 0.059
H 0.94706 0.51051 0.74496 -0.020 -0.041 0.034
H 2.02938 -0.43352 1.74444 -0.064 0.006 -0.056
H -0.01148 0.01596 2.96684 0.087 -0.182 -0.079
H 0.08788 -1.71056 2.67917 0.040 0.043 -0.016
H -1.60952 0.27472 1.07201 -0.010 -0.061 -0.029
H -2.20449 -0.86773 2.28823 -0.013 0.017 -0.137
H -1.54147 -1.47225 0.76708 -0.034 0.090 0.028
C 3.09880 2.80055 -5.24308 0.018 0.214 -0.119
C 4.06674 2.48223 -4.11444 0.047 -0.195 -0.015
C 3.64636 1.26429 -3.28791 0.095 0.004 0.143
C 2.30867 1.40492 -2.55187 -0.088 0.044 -0.145
C 2.21700 2.59027 -1.58745 -0.097 -0.176 0.020
C 3.21746 2.50937 -0.44488 0.037 0.192 0.129
H 2.10448 3.05402 -4.86509 0.059 -0.042 -0.064
H 3.46255 3.65788 -5.81942 -0.117 -0.119 0.006
H 3.00417 1.94997 -5.92584 -0.049 0.074 0.063
H 4.18502 3.36024 -3.47259 0.001 -0.047 0.032
H 5.05411 2.28428 -4.54726 -0.058 0.029 0.091
H 4.43948 1.03944 -2.56456 -0.083 -0.008 -0.048
H 3.58724 0.39004 -3.94858 0.005 0.072 0.038
H 2.12098 0.47803 -1.99582 0.004 0.102 -0.035
H 1.49655 1.48401 -3.28409 0.066 -0.033 0.035
H 1.20531 2.61562 -1.16369 0.063 0.021 -0.085
H 2.34744 3.53492 -2.12490 -0.015 -0.048 -0.038
H 3.06943 1.59467 0.13778 0.063 0.058 -0.046
H 3.09043 3.36379 0.22815 0.073 -0.134 -0.001
H 4.24832 2.52464 -0.80821 -0.056 -0.022 0.051
C 5.98086 -5.44371 -4.26640 0.038 -0.212 0.122
C 4.69828 -5.22871 -5.05433 0.047 0.096 -0.165
C 4.50514 -3.77820 -5.50373 -0.157 0.012 -0.071
C 4.37647 -2.75483 -4.36923 0.139 -0.057 0.084
C 3.23886 -3.01882 -3.37942 0.084 0.178 -0.040
C 1.86268 -2.97307 -4.02516 -0.169 -0.078 0.133
H 5.98881 -4.86455 -3.33887 0.042 -0.039 -0.078
H 6.08424 -6.50047 -3.99797 0.075 0.148 0.003
H 6.85496 -5.15894 -4.86094 -0.060 0.008 0.095
H 3.84201 -5.56506 -4.46226 -0.013 0.046 -0.027
H 4.72469 -5.86759 -5.94458 -0.063 0.059 0.072
H 3.61824 -3.72436 -6.14664 0.081 0.025 0.059
H 5.35235 -3.48703 -6.13757 -0.064 -0.044 0.059
H 4.23839 -1.76144 -4.81381 -0.010 -0.074 0.042
H 5.32071 -2.70547 -3.81433 -0.060 0.005 -0.065
H 3.27984 -2.25599 -2.59192 0.039 -0.087 -0.034
H 3.37921 -3.98251 -2.87960 0.047 0.028 -0.023
H 1.68181 -1.99723 -4.48676 -0.002 -0.080 -0.007
H 1.08684 -3.13968 -3.27054 0.005 0.041 -0.130
H 1.74986 -3.74420 -4.79169 -0.019 0.074 0.029
C -2.16176 -4.06060 -1.39386 0.200 0.113 -0.034
C -3.25531 -3.43588 -0.54184 -0.099 -0.169 0.082
C -4.61088 -4.12891 -0.70119 -0.114 0.087 0.084
C -5.21144 -4.07218 -2.11081 0.133 -0.061 -0.079
C -5.41635 -2.66415 -2.67566 -0.093 -0.165 -0.070
C -6.39649 -1.83170 -1.86369 -0.011 0.232 -0.046
H -2.38627 -3.98450 -2.46138 0.038 -0.041 0.075
H -1.20982 -3.54830 -1.21822 -0.030 -0.110 -0.064
H -2.02830 -5.11758 -1.14171 -0.008 0.079 -0.072
H -3.33876 -2.37002 -0.77387 -0.053 -0.011 0.012
H -2.95532 -3.49741 0.51061 -0.064 0.051 -0.065
H -5.31653 -3.68997 0.01450 0.042 -0.051 -0.076
H -4.50735 -5.18234 -0.41161 0.014 0.093 -0.021
H -6.17626 -4.59416 -2.09674 0.063 0.063 -0.009
H -4.57511 -4.63850 -2.80095 -0.049 0.026 0.074
H -5.79972 -2.75333 -3.69977 0.105 0.000 0.099
H -4.46011 -2.13684 -2.75167 -0.009 -0.065 0.007
H -7.37619 -2.31779 -1.81931 0.079 0.045 0.049
H -6.52748 -0.84745 -2.32547 -0.053 -0.098 0.115
H -6.04268 -1.67330 -0.84161 -0.061 -0.010 -0.050
```
Positions in Å, forces in eV/Å.

As for the largest force on an atom: 9.280 eV/A. The value obtained for the energy is -81789.3672 eV. The calculation puts the energy above the lowest of the compared OMol25 structures with the same formula, charge and spin at 137.1 kcal per mole. The value obtained for the lowest unoccupied orbital energy is -1.04 eV. Its charge is 0. As for the HOMO energy: -8.4 eV.